[1]
The following is a DFT calculation (ωB97M-V/def2-TZVPD) of 4 unconnected molecules or ions with the total composition C24H49NO14PS3Si in a non-equilibrium geometry.

The HOMO-LUMO gap is 5.462 eV. The calculation puts the LUMO energy at 0.06679 hartree. The value obtained for the strongest force on any atom is 3.246 eV/Å. As for the net charge: -1.

The geometry in XYZ format:
```
93
C24H49NO14PS3Si ωB97M-V/def2-TZVPD
S -1.149 4.153 0.642
S -1.158 -5.707 -3.046
S -6.860 2.412 1.565
P 1.816 0.251 -1.853
Si 2.474 -1.673 -0.848
O -1.239 -5.400 -4.440
O -1.407 3.279 1.745
O -1.166 -4.665 -2.071
O -2.310 -6.755 -2.677
O -5.281 2.465 1.628
O -7.291 2.262 0.209
O 3.217 -3.674 -2.618
O 2.670 1.523 -1.137
O 5.849 1.413 0.827
O -1.540 3.432 -0.713
O -7.339 1.519 2.576
O 4.612 -1.914 -2.431
O -1.696 -0.775 1.230
O 0.141 4.747 0.478
N 4.836 0.120 3.070
C -4.535 1.223 1.527
C -0.031 -2.415 0.547
C 2.861 -0.751 1.866
C 2.535 0.138 -3.528
C -3.646 -6.243 -2.525
C -0.601 2.455 -1.250
C -2.393 5.399 0.612
C 1.019 -2.827 -0.506
C 4.392 2.517 2.423
C 3.721 -0.821 3.138
C 5.039 2.471 1.186
C 3.468 4.668 1.772
C -4.294 -5.875 -3.845
C 4.440 1.460 3.509
C -0.470 -0.972 0.490
C 4.877 3.497 0.254
C -7.148 4.075 2.065
C 3.573 -1.319 0.649
C -4.534 0.674 0.115
C 3.580 -2.569 -2.153
C -0.578 1.152 -0.481
C 3.614 3.645 2.692
C 4.087 4.598 0.535
C 0.225 -6.752 -2.766
H 3.617 0.007 -3.497
H -5.536 0.377 -0.194
H 4.332 -0.620 0.308
H -0.197 1.293 0.530
H 0.293 -0.310 0.902
H -4.924 0.496 2.241
H 3.095 3.722 3.636
H 5.548 -0.218 3.700
H 2.325 1.054 -4.081
H 2.835 5.519 1.982
H 5.082 1.806 4.322
H 1.466 -3.757 -0.157
H 0.124 -7.641 -3.385
H -3.882 -0.195 0.052
H -5.334 -5.588 -3.683
H 6.736 1.739 0.666
H 0.293 -2.691 1.550
H 4.145 -1.824 3.198
H -4.185 1.432 -0.588
H 0.270 -7.006 -1.711
H 0.543 -3.071 -1.450
H -4.205 -7.045 -2.046
H 3.102 -0.695 4.039
H -0.656 -0.673 -0.536
H 3.968 5.379 -0.197
H 1.107 -6.183 -3.059
H 0.069 0.435 -0.989
H -0.935 2.279 -2.271
H 3.185 1.978 -1.811
H -6.805 4.203 3.088
H 4.113 -2.239 0.879
H -4.260 -6.718 -4.536
H -8.221 4.244 1.998
H -2.218 6.055 -0.236
H 2.671 0.314 1.725
H -6.621 4.739 1.386
H -3.366 4.920 0.547
H 0.393 2.901 -1.300
H -1.442 -0.379 2.066
H -3.782 -5.041 -4.321
H -3.518 1.467 1.827
H -2.308 5.952 1.545
H 5.366 3.398 -0.703
H -3.634 -5.395 -1.837
H 3.437 1.391 3.939
H -1.585 0.737 -0.402
H -0.932 -3.007 0.371
H 1.943 -1.284 2.108
H 2.111 -0.698 -4.076
```

---

[2]
The following is a DFT calculation (ωB97M-V/def2-TZVPD) of 18 unconnected molecules or ions with the total composition C34H107N3O18 in a non-equilibrium geometry.

The HOMO-LUMO gap is 8.833 eV. The calculation puts the LUMO energy at -0.00277 hartree. The value obtained for the strongest force on any atom is 3.454 eV/Å.

The geometry in XYZ format:
```
162
C34H107N3O18 ωB97M-V/def2-TZVPD
O -3.057 -3.102 5.270
O 1.473 -6.147 -1.730
O -2.685 2.923 -0.584
O -3.752 -1.833 -2.866
O -1.341 0.801 3.796
O 1.443 -1.231 3.472
O -1.988 3.089 4.809
O 3.880 4.219 -1.810
O -0.668 -2.934 3.257
O -3.482 1.087 1.485
O 1.927 -0.946 0.320
O -3.090 -1.503 2.443
O 3.268 2.987 6.199
O 6.423 -3.016 1.208
O -3.439 5.448 -2.020
O 1.756 3.302 -3.302
O 0.289 -3.859 -6.007
O -0.684 0.258 -5.872
N 1.194 -6.912 1.002
N -1.802 -2.263 -4.901
N 3.255 0.583 4.662
C 2.333 3.827 6.808
C 3.263 -6.284 1.723
C 3.563 1.785 2.568
C 7.252 -0.878 1.019
C -0.070 0.909 -4.725
C -3.070 -1.817 -1.550
C -3.441 1.781 -2.455
C -0.930 -3.673 -6.766
C -2.012 -3.491 -5.703
C 0.389 -0.055 -3.630
C -3.189 7.765 -1.326
C 3.785 1.778 4.107
C 4.605 2.937 -1.775
C 6.367 -1.892 0.362
C 2.580 -6.228 -0.839
C -2.956 -2.749 6.566
C 0.558 0.914 0.784
C 5.679 3.117 -2.858
C 0.507 -0.520 0.246
C -3.332 -3.346 -6.447
C -1.620 4.201 4.016
C -4.203 -3.316 7.246
C 2.230 -5.973 0.654
C 1.412 -4.058 -6.887
C 0.964 -4.772 -1.955
C -3.103 -3.189 -0.923
C 0.674 4.079 -2.913
C -4.622 1.650 1.940
C -2.349 1.911 -1.530
C -2.613 4.403 2.916
C -3.462 6.341 -0.933
C -5.912 0.946 1.600
C -0.086 4.535 -4.095
C 3.124 2.986 4.777
H -2.013 -4.364 -5.050
H 6.403 3.926 -2.757
H 4.386 2.257 2.031
H 7.106 -0.014 0.371
H -0.827 -2.338 -4.647
H -0.180 -1.138 0.824
H 0.696 4.820 -4.798
H 3.491 3.946 4.414
H 1.343 3.380 6.902
H 6.355 2.265 -2.782
H 2.634 2.309 2.347
H 3.590 -7.324 1.710
H -4.431 6.245 -0.442
H 1.788 -4.117 -2.238
H 1.717 -3.068 -7.225
H -0.609 4.138 3.613
H 4.823 1.806 4.439
H -5.879 0.567 0.578
H 1.804 -4.996 0.881
H 2.058 2.868 4.583
H -0.461 -3.864 3.350
H -3.088 4.587 -1.780
H 1.437 -7.868 1.215
H 0.785 0.837 1.847
H -2.805 3.473 2.381
H 4.024 -0.057 4.807
H 1.283 -4.733 -7.733
H -1.950 1.171 3.156
H 4.120 -5.666 1.453
H 2.462 3.519 -2.689
H -3.633 -4.318 -6.837
H 2.675 4.108 7.804
H 5.029 2.682 -0.804
H 2.219 -1.145 4.025
H -6.202 0.172 2.311
H -4.311 -4.400 7.268
H 3.087 -7.189 -0.927
H -1.534 2.267 4.613
H -2.193 5.085 2.176
H 3.353 -5.527 -1.152
H -2.050 -1.540 -1.814
H -3.483 -0.987 -0.976
H -3.119 -1.930 -3.582
H 0.732 -4.262 -1.020
H 8.313 -1.125 1.055
H 2.082 4.669 6.163
H 0.280 -0.544 -0.820
H -2.840 8.378 -0.496
H -2.462 -3.402 -0.067
H 6.947 -2.099 -0.537
H -2.010 -3.092 6.986
H -1.543 5.075 4.662
H -2.365 -2.076 2.694
H 5.866 -2.852 1.972
H 0.072 3.623 -2.127
H 2.178 -4.315 -6.155
H -0.435 1.249 0.487
H 1.022 5.043 -2.542
H 1.079 -0.347 3.430
H -4.082 -3.498 -0.557
H -3.874 -1.966 2.736
H -2.696 -3.862 -1.677
H -4.019 8.313 -1.772
H -4.121 -2.930 -5.821
H -2.334 0.990 -0.947
H -3.194 -2.536 -7.164
H 4.531 4.910 -1.670
H -1.334 1.996 -1.916
H -3.556 4.871 3.197
H -0.901 0.973 -6.476
H -2.615 5.980 -0.351
H -4.468 1.801 3.008
H -6.658 1.720 1.779
H -1.352 -0.140 3.622
H -1.108 -4.588 -7.331
H 0.708 1.586 -5.078
H -0.759 3.806 -4.546
H -2.231 -3.052 4.785
H -2.356 7.673 -2.023
H -2.901 2.529 0.264
H -0.760 1.613 -4.261
H 5.338 -1.545 0.267
H 1.273 1.579 0.299
H -3.443 2.586 -3.190
H 3.917 2.124 -2.008
H -0.817 -2.787 -7.391
H -3.371 0.875 -3.057
H -1.614 -1.589 -5.629
H 3.491 0.749 2.238
H 5.365 3.197 -3.899
H 2.062 -1.342 1.185
H 3.003 -6.040 2.752
H 0.520 -6.967 0.251
H 6.846 -0.613 1.995
H -5.108 -3.087 6.684
H 1.108 -0.722 -4.106
H -4.657 2.585 1.379
H -0.683 5.401 -3.810
H -3.356 0.194 1.815
H -0.317 -0.772 -3.211
H 0.177 -4.581 -2.685
H 0.797 0.488 -2.778
H -2.940 -1.664 6.673
H -4.398 1.830 -1.935
H -4.361 -2.817 8.202
H 0.184 -2.508 3.158
H 3.015 0.897 5.591
```

---

[3]
The following is a DFT calculation (ωB97M-V/def2-TZVPD) of 2 unconnected molecules or ions with the total composition F2HPS2 in a non-equilibrium geometry.

The HOMO-LUMO gap (spin up / spin down) is 7.036 / 7.076 eV. The calculation puts the LUMO energy (spin up / spin down) at -0.11741 / -0.11445 hartree. The value obtained for the strongest force on any atom is 2.773 eV/Å.

The geometry in XYZ format:
```
6
F2HPS2 ωB97M-V/def2-TZVPD
S -1.083 -0.191 2.005
S 1.080 2.144 -1.147
P 0.306 0.490 -0.493
F -0.700 -0.209 -1.539
F 1.334 -0.752 -0.524
H -0.938 -1.481 1.698
```